No. 1
Density functional theory data (the ωB97M-V functional and the def2-TZVPD basis) for a structure of composition C20H29AgBCl2NO10P4.

Last column: Löwdin charge in e.
Geometry (Å):
Ag (-1.033, 0.006, -1.067)  0.670
C (-0.702, -0.513, 3.316)  -0.287
P (0.278, 0.414, 2.071)  0.898
C (-0.233, 2.126, 2.513)  -0.280
C (1.981, 0.415, 2.852)  -0.378
C (2.195, 0.187, 4.209)  -0.107
C (3.472, 0.179, 4.761)  -0.115
C (4.567, 0.410, 3.945)  -0.119
C (4.369, 0.641, 2.588)  -0.117
C (3.094, 0.640, 2.025)  -0.393
P (2.785, 0.998, 0.225)  0.907
C (4.487, 1.450, -0.335)  -0.346
C (2.747, -0.726, -0.418)  -0.293
H (-0.639, -0.105, 4.328)  0.023
H (-0.406, -1.564, 3.319)  0.035
H (-1.747, -0.453, 2.996)  0.013
H (-0.108, 2.314, 3.584)  0.031
H (-1.284, 2.228, 2.236)  0.027
H (0.345, 2.841, 1.927)  0.027
H (1.347, 0.008, 4.858)  0.080
H (3.604, -0.003, 5.822)  0.088
H (5.570, 0.412, 4.357)  0.086
H (5.233, 0.825, 1.962)  0.072
H (5.240, 0.675, -0.163)  0.021
H (4.807, 2.377, 0.144)  0.026
H (4.424, 1.633, -1.409)  0.024
H (3.628, -1.294, -0.105)  0.036
H (2.682, -0.696, -1.507)  0.040
H (1.842, -1.212, -0.056)  -0.006
N (-0.137, 3.787, -3.459)  0.133
C (-1.422, 3.018, -3.164)  -0.497
C (-2.611, 3.737, -3.774)  -0.104
P (-1.070, 1.348, -3.897)  0.265
O (-1.297, 1.707, -5.502)  -0.200
O (-2.120, 0.356, -3.541)  -0.378
O (0.407, 1.200, -3.709)  -0.358
P (-1.420, 3.199, -1.283)  0.266
O (-2.903, 2.862, -0.869)  -0.163
O (-1.148, 4.672, -1.161)  -0.355
O (-0.398, 2.229, -0.749)  -0.419
H (-0.141, 4.155, -4.407)  0.143
H (0.601, 3.068, -3.369)  0.112
H (-0.090, 4.532, -2.742)  0.111
H (-2.463, 3.904, -4.845)  0.064
H (-2.798, 4.686, -3.268)  0.074
H (-3.490, 3.106, -3.646)  0.086
H (-2.095, 1.243, -5.775)  0.048
H (-3.046, 2.082, -0.253)  0.010
Cl (-4.279, -0.643, -1.281)  0.597
C (-4.712, -0.782, 0.420)  -0.984
Cl (-6.486, -0.475, 0.651)  0.494
C (-3.907, 0.120, 1.395)  -0.786
O (-4.015, -0.237, 2.572)  -0.040
O (-3.207, 1.045, 0.919)  -0.096
H (-4.553, -1.816, 0.702)  0.051
O (-0.885, -2.874, 0.400)  0.052
B (-0.760, -2.146, -0.846)  -0.467
O (-0.367, -3.137, -1.818)  0.074
C (-0.270, -4.332, -1.185)  -0.248
C (0.077, -5.558, -1.704)  -0.014
C (0.105, -6.647, -0.822)  -0.129
C (-0.209, -6.487, 0.522)  -0.128
C (-0.562, -5.232, 1.036)  -0.010
C (-0.582, -4.173, 0.158)  -0.248
H (0.320, -5.666, -2.753)  0.108
H (0.375, -7.628, -1.196)  0.082
H (-0.180, -7.344, 1.184)  0.082
H (-0.810, -5.090, 2.080)  0.110

Calculated values
net charge: -2
LUMO: 4.49 eV
E_tot: -110062.2663 eV
F_max: 0.0156 Eh/bohr
HOMO-LUMO gap: 6.131 eV
E_HOMO: -1.64 eV

***

No. 2
Density functional theory data (the ωB97M-V functional and the def2-TZVPD basis) for a structure of composition C20H29BN8O2ReS2.

Last column: Löwdin charge in e.
Geometry (Å):
Re (0.244, -1.211, -0.380)  1.508
C (-2.850, -0.730, -2.176)  -0.009
C (-2.336, 0.238, -1.176)  -0.244
C (-2.926, 1.414, -0.818)  0.079
C (-2.063, 2.032, 0.099)  0.078
N (-1.011, 1.262, 0.294)  0.071
N (-1.134, 0.107, -0.460)  -0.093
B (0.210, 1.435, 1.258)  -0.635
N (1.477, 1.255, 0.326)  0.055
C (2.565, 2.002, 0.268)  0.077
C (3.523, 1.355, -0.533)  0.072
C (2.956, 0.184, -0.944)  -0.299
C (3.559, -0.894, -1.761)  -0.025
N (1.655, 0.123, -0.434)  -0.172
N (0.169, 0.190, 2.202)  0.058
C (0.102, 0.043, 3.518)  0.035
C (0.301, -1.298, 3.845)  0.063
C (0.483, -1.952, 2.650)  -0.268
C (0.815, -3.381, 2.415)  0.007
N (0.363, -1.049, 1.624)  -0.098
N (0.257, 2.748, 1.917)  -0.015
C (0.735, 3.229, 3.109)  -0.052
C (0.774, 4.588, 3.041)  0.025
C (0.313, 4.905, 1.735)  -0.314
C (0.165, 6.256, 1.120)  -0.005
N (0.023, 3.808, 1.056)  0.109
H (-2.954, -0.230, -3.140)  0.117
H (-3.847, -1.066, -1.887)  0.115
H (-2.211, -1.595, -2.315)  0.033
H (-3.859, 1.806, -1.183)  0.151
H (-2.119, 2.984, 0.602)  0.152
H (2.604, 2.937, 0.803)  0.159
H (4.514, 1.710, -0.755)  0.148
H (4.642, -0.793, -1.729)  0.114
H (3.248, -0.827, -2.805)  0.082
H (3.315, -1.891, -1.394)  0.076
H (-0.090, 0.884, 4.162)  0.142
H (0.320, -1.719, 4.834)  0.143
H (1.483, -3.732, 3.201)  0.116
H (1.335, -3.540, 1.468)  0.079
H (-0.078, -4.007, 2.441)  0.084
H (1.047, 2.589, 3.916)  0.116
H (1.078, 5.266, 3.818)  0.126
H (0.116, 7.020, 1.894)  0.093
H (-0.748, 6.309, 0.529)  0.087
H (1.019, 6.471, 0.477)  0.093
C (-2.386, -4.782, 0.589)  -0.034
C (-2.297, -3.322, 0.255)  -0.163
O (-0.865, -2.974, -0.085)  -0.289
H (-3.433, -5.035, 0.762)  0.116
H (-1.832, -5.033, 1.492)  0.084
H (-2.049, -5.409, -0.239)  0.106
H (-2.530, -2.667, 1.094)  0.133
H (-2.878, -3.044, -0.618)  0.109
H (-0.450, -3.797, -0.386)  0.117
C (-0.037, -1.747, -5.683)  0.038
O (0.174, -0.479, -4.948)  -0.151
C (0.396, -0.357, -3.691)  -1.142
S (0.748, 1.171, -3.087)  0.824
S (0.499, -1.777, -2.633)  0.734
H (0.822, -1.831, -6.340)  0.118
H (-0.958, -1.580, -6.234)  0.115
H (-0.107, -2.573, -4.982)  0.055

Calculated values
net charge: +3
LUMO (spin up / spin down): -12.33 / -12.33 eV
E_tot: -61676.7450 eV
F_max: 0.0471 Eh/bohr
HOMO-LUMO gap (spin up / spin down): 4.619 / 4.618 eV
E_HOMO (spin up / spin down): -16.95 / -16.95 eV

***

No. 3
Density functional theory data (the ωB97M-V functional and the def2-TZVPD basis) for a structure of composition C20H29BrN3O2Y.

Last column: Löwdin charge in e.
Geometry (Å):
Y (-1.805, 2.171, -0.238)  1.420
C (4.344, -0.879, -3.402)  -0.057
C (4.228, -1.164, -1.905)  -0.555
C (4.228, -2.689, -1.691)  -0.028
C (5.443, -0.545, -1.191)  -0.029
C (2.954, -0.590, -1.307)  -0.137
C (2.026, 0.106, -2.074)  -0.047
C (0.903, 0.569, -1.440)  -0.430
Br (-0.431, 1.611, -2.496)  0.864
C (0.583, 0.406, -0.096)  -0.333
O (-0.575, 0.904, 0.384)  -0.341
C (1.538, -0.284, 0.693)  -0.067
C (2.676, -0.749, 0.054)  0.052
C (1.328, -0.480, 2.200)  -0.527
C (1.284, 0.891, 2.903)  -0.031
C (2.497, -1.256, 2.816)  -0.056
C (0.056, -1.303, 2.480)  -0.030
H (5.266, -1.318, -3.781)  0.096
H (4.385, 0.193, -3.606)  0.092
H (3.518, -1.323, -3.962)  0.092
H (5.118, -3.121, -2.149)  0.096
H (3.350, -3.143, -2.154)  0.095
H (4.237, -2.951, -0.633)  0.083
H (6.360, -0.927, -1.640)  0.096
H (5.464, -0.794, -0.130)  0.082
H (5.440, 0.542, -1.293)  0.095
H (2.171, 0.285, -3.130)  0.112
H (3.407, -1.275, 0.651)  0.104
H (2.217, 1.429, 2.731)  0.098
H (1.170, 0.749, 3.979)  0.096
H (0.460, 1.512, 2.557)  0.057
H (3.440, -0.719, 2.708)  0.096
H (2.592, -2.248, 2.373)  0.097
H (2.309, -1.386, 3.881)  0.098
H (-0.850, -0.810, 2.139)  0.059
H (-0.032, -1.476, 3.553)  0.094
H (0.126, -2.274, 1.987)  0.099
N (-1.860, 4.601, -0.189)  -0.017
H (-1.017, 5.030, -0.570)  0.080
H (-1.963, 5.019, 0.736)  0.080
H (-2.622, 5.003, -0.735)  0.078
N (-6.234, -0.558, 2.599)  0.196
C (-6.704, -0.495, 1.336)  -0.484
O (-7.809, -0.850, 1.006)  0.111
C (-5.781, 0.072, 0.261)  -0.068
C (-6.295, 0.077, -1.036)  0.071
C (-5.529, 0.582, -2.073)  0.012
C (-4.281, 1.089, -1.786)  -0.115
N (-3.770, 1.108, -0.538)  -0.123
C (-4.516, 0.584, 0.459)  -0.053
H (-6.848, -0.943, 3.301)  0.135
H (-5.296, -0.339, 2.873)  0.093
H (-7.290, -0.325, -1.186)  0.145
H (-5.891, 0.588, -3.091)  0.134
H (-3.662, 1.499, -2.579)  0.102
H (-4.057, 0.590, 1.443)  0.119

Calculated values
net charge: +2
LUMO: -6.85 eV
E_tot: -100850.2084 eV
F_max: 0.0559 Eh/bohr
HOMO-LUMO gap: 7.273 eV
E_HOMO: -14.12 eV

***

No. 4
Density functional theory data (the ωB97M-V functional and the def2-TZVPD basis) for a structure of composition C20H29Cl2F4N3OS3Sc.

Last column: Löwdin charge in e.
Geometry (Å):
Sc (-0.119, -0.602, 0.156)  0.769
C (3.412, 0.516, 3.070)  -0.053
C (2.381, -0.249, 2.253)  -0.253
N (1.956, 0.380, 0.969)  -0.233
C (3.113, 0.607, 0.066)  -0.262
C (3.885, -0.629, -0.346)  -0.088
C (1.347, 1.717, 1.196)  -0.190
C (0.144, 1.657, 2.127)  -0.190
N (-0.585, 0.437, 1.829)  -0.105
C (-1.708, 0.095, 2.546)  -0.162
C (-2.171, -1.209, 2.369)  -0.121
F (-1.405, -1.991, 1.510)  -0.040
C (-3.271, -1.742, 2.996)  -0.211
F (-3.609, -3.009, 2.752)  0.114
C (-4.003, -0.958, 3.872)  0.089
C (-3.572, 0.341, 4.073)  -0.201
F (-4.245, 1.136, 4.904)  0.118
C (-2.460, 0.872, 3.433)  -0.128
F (-2.123, 2.148, 3.678)  0.102
H (3.593, -0.031, 3.993)  0.090
H (4.368, 0.615, 2.560)  0.077
H (3.067, 1.508, 3.352)  0.077
H (2.784, -1.234, 2.013)  0.069
H (1.479, -0.411, 2.847)  0.111
H (2.713, 1.121, -0.808)  0.033
H (3.795, 1.321, 0.545)  0.127
H (3.270, -1.343, -0.895)  0.035
H (4.702, -0.325, -1.000)  0.090
H (4.338, -1.151, 0.496)  0.079
H (2.093, 2.421, 1.585)  0.134
H (1.058, 2.089, 0.209)  0.069
H (0.452, 1.703, 3.177)  0.130
H (-0.466, 2.547, 1.937)  0.130
H (-4.875, -1.341, 4.377)  0.144
Cl (-0.891, -3.264, -1.280)  0.642
C (0.466, -4.061, -0.507)  -0.857
Cl (1.354, -2.888, 0.533)  0.661
H (1.172, -4.411, -1.255)  0.051
H (0.112, -4.855, 0.143)  0.053
C (2.219, 1.664, -3.932)  -0.503
C (2.352, 0.245, -3.403)  -0.483
S (0.944, -0.478, -2.509)  0.824
C (-0.484, -0.010, -3.517)  -0.491
C (-1.105, 1.395, -3.379)  -0.480
S (-0.853, 2.299, -1.828)  0.860
C (-0.353, 3.917, -2.435)  -0.521
C (0.993, 4.075, -3.148)  -0.521
S (2.321, 2.958, -2.670)  0.891
H (1.293, 1.777, -4.489)  0.059
H (3.028, 1.807, -4.651)  0.087
H (3.211, 0.142, -2.740)  0.051
H (2.533, -0.424, -4.247)  0.090
H (-1.229, -0.763, -3.269)  0.051
H (-0.202, -0.182, -4.559)  0.093
H (-2.180, 1.285, -3.533)  0.084
H (-0.747, 2.040, -4.179)  0.068
H (-0.373, 4.544, -1.541)  0.075
H (-1.148, 4.298, -3.080)  0.085
H (1.377, 5.073, -2.933)  0.074
H (0.872, 4.033, -4.232)  0.081
O (-4.128, 0.200, -1.154)  0.149
C (-3.007, -0.062, -0.960)  -0.472
N (-1.852, -0.338, -0.806)  -0.051

Calculated values
net charge: +1
LUMO: -2.73 eV
E_tot: -116846.5520 eV
F_max: 0.0090 Eh/bohr
HOMO-LUMO gap: 8.021 eV
E_HOMO: -10.75 eV

***

> The highest E_tot belongs to which entry?

C20H29BN8O2ReS2

***

> Which of these has the lowest F_max?

C20H29Cl2F4N3OS3Sc